# 1
Entry from the Open Molecules 2025 dataset: 2 unconnected molecules or ions with the total composition C14H16 in a non-equilibrium geometry (the ωB97M-V functional and the def2-TZVPD basis).

```
30
Properties=species:S:1:pos:R:3:forces:R:3
C 0.776797 -2.930471 -0.465812 -0.6237 -0.6739 1.4076
C -0.045453 -2.268881 -1.381879 1.3521 -0.6673 1.2090
C 0.116998 2.596551 2.117247 -0.6079 -1.3217 0.6177
C -0.121553 2.699359 -0.258666 -0.6469 0.1002 -0.8944
C 0.191904 -3.823847 0.515934 -0.7194 1.7099 -1.3377
C 2.265585 -2.571938 -0.337959 -1.2969 -3.7540 3.1407
C -1.424801 -2.447201 -1.365049 2.3233 0.1834 -0.7579
C -0.892580 2.063798 -1.379231 -0.9828 0.7955 -1.8947
C -1.228288 -3.875349 0.525680 -0.2336 -2.8698 2.3453
C -1.984862 -3.347681 -0.501353 -1.6835 1.7111 -0.5967
C 0.484220 3.908960 2.163436 0.6871 1.6012 -0.3470
C 0.673724 4.599946 0.930727 -0.4677 -2.7951 -0.0071
C 0.459415 4.022466 -0.310788 -0.7291 -2.0246 0.1833
C -0.214494 1.961677 0.883681 0.3818 -0.4813 2.9034
H 2.771194 -2.418529 -1.232949 0.7238 0.8157 -1.5576
H 1.071194 5.516082 1.051634 1.2688 3.2261 -0.1073
H 2.635977 -3.665921 0.029649 0.0351 2.8708 -0.3641
H -0.564124 0.865086 0.967168 0.3735 2.0218 -0.6223
H -1.788622 -4.467198 1.400890 1.4178 1.1661 -2.1619
H 0.729840 4.375364 -1.341192 -0.5103 0.3087 1.4037
H 2.373763 -1.779803 0.460999 0.2991 -0.9605 -1.0408
H -1.860119 1.597423 -1.045758 0.8744 0.7605 -0.0488
H -1.147566 2.827221 -2.189462 0.3136 -1.0387 0.9551
H 0.750569 4.507251 3.098871 -0.6130 -1.2632 -1.2514
H -3.073041 -3.306289 -0.760786 0.6745 -1.0749 1.6254
H 0.839833 -4.370819 1.225218 -0.6640 0.5091 -0.2997
H -0.025340 2.042898 3.063789 0.2217 0.2370 -0.6352
H -2.015765 -1.864955 -2.020083 -0.6780 0.2352 -0.7626
H -0.376410 1.240572 -1.852566 0.4407 -0.1803 -0.2633
H 0.622005 -1.685771 -1.991390 -0.9306 0.8530 -0.8407
```
Positions in Å, forces in eV/Å.

Computed properties:
Structure (SMILES) = Cc1ccccc1.Cc1ccccc1
Strongest force on any atom = 0.09847 hartree/bohr
Multiplicity = 1
Energy = -542.9769 hartree
HOMO energy = -0.3262 Eh
Charge = 0
ΔE to the lowest compared entry with this formula, charge and spin = 252.1 kJ/mol

natural (NBO) analysis output, partial charges in e: 0.01, -0.25, -0.20, -0.01, -0.23, -0.63, -0.19, -0.64, -0.19, -0.25, -0.23, -0.20, -0.23, -0.23, 0.22, 0.20, 0.21, 0.22, 0.22, 0.23, 0.23, 0.22, 0.21, 0.22, 0.23, 0.22, 0.21, 0.21, 0.22, 0.21

---

# 2
Entry from the Open Molecules 2025 dataset: 2 unconnected molecules or ions with the total composition C14H16 (the ωB97M-V functional and the def2-TZVPD basis).

```
30
Properties=species:S:1:pos:R:3:forces:R:3
C 0.568018 0.554836 1.317691 0.0028 -0.3952 0.3084
C 0.720473 -1.870516 1.202122 0.1022 0.0194 0.3136
C -0.735914 0.419982 1.807219 0.0074 -0.0206 0.3730
C 1.284714 -0.608475 1.015865 0.2214 -0.0183 0.3604
C -0.972178 -0.848156 -1.182825 -0.2145 -0.0220 -0.3657
C 1.256434 -1.172296 -2.059640 0.0497 -0.1194 -0.1596
C 1.194626 1.916166 1.148452 0.1046 0.0602 0.0168
C 0.045000 -1.700198 -1.613158 -0.1098 0.0431 -0.3063
C 1.441611 0.210163 -2.070085 0.0041 0.0949 -0.1063
C -0.579132 -1.989017 1.694644 0.0070 -0.1581 0.1325
C 0.419394 1.055308 -1.638106 -0.0088 0.0596 -0.3667
C -1.307474 -0.838323 1.996342 -0.0355 0.0543 0.1247
C -0.802756 0.540828 -1.191200 0.1382 -0.2882 -0.3835
C -1.917864 1.459518 -0.758712 -0.1250 0.0152 -0.0126
H -1.921426 -1.271385 -0.828692 0.4461 0.2047 -0.1676
H 1.930198 1.902070 0.326669 -0.2575 0.0682 0.4323
H 1.300188 -2.770015 0.956267 -0.2747 0.4335 0.1001
H 1.709998 2.214625 2.076848 -0.1797 -0.0165 -0.3238
H -0.108743 -2.787243 -1.595697 0.0708 0.5173 0.0090
H 2.393536 0.635507 -2.414368 -0.4356 -0.1919 0.1505
H 0.422760 2.669294 0.916853 0.3581 -0.2037 0.1262
H 0.574237 2.142315 -1.645184 -0.0885 -0.4779 -0.0324
H 2.306730 -0.523205 0.623672 -0.4823 -0.0349 0.1857
H -2.333249 -0.920665 2.379259 0.4685 0.0385 -0.1677
H -1.027215 -2.980896 1.839568 0.2075 0.4680 -0.0716
H 2.060158 -1.840389 -2.396213 -0.3758 0.3162 0.1619
H -1.317097 1.321258 2.042881 0.2764 -0.3960 -0.0679
H -1.506768 2.390633 -0.333708 -0.2513 -0.2986 -0.1843
H -2.553320 1.717595 -1.622529 0.1863 -0.0119 0.3187
H -2.544940 0.970679 0.005767 0.1880 0.2602 -0.3979
```
Positions in Å, forces in eV/Å.

Computed properties:
Structure (SMILES) = Cc1ccccc1.Cc1ccccc1
Strongest force on any atom = 0.01017 hartree/bohr
Multiplicity = 1
Energy = -543.0607 hartree
HOMO energy = -0.3092 Eh
Charge = 0
ΔE to the lowest compared entry with this formula, charge and spin = 32.0 kJ/mol

natural (NBO) analysis output, partial charges in e: -0.02, -0.22, -0.23, -0.16, -0.16, -0.24, -0.64, -0.22, -0.22, -0.24, -0.23, -0.22, -0.02, -0.64, 0.21, 0.22, 0.22, 0.23, 0.22, 0.21, 0.21, 0.21, 0.21, 0.21, 0.21, 0.21, 0.21, 0.21, 0.23, 0.22

---

# 3
Entry from the Open Molecules 2025 dataset: 2 unconnected molecules or ions with the total composition C14H16 in a non-equilibrium geometry (the ωB97M-V functional and the def2-TZVPD basis).

```
30
Properties=species:S:1:pos:R:3:forces:R:3
C 3.470823 -0.794804 -0.406501 2.0157 -0.7557 0.5112
C -2.323222 0.475278 0.984033 -0.8795 -2.2037 -0.5740
C -3.344650 1.069713 0.265727 -1.1856 2.4424 0.2052
C -3.895145 2.315108 0.694545 1.9189 -2.6327 -0.0640
C 3.234976 -2.035397 0.198300 -0.7196 2.2406 0.8753
C 2.182078 -2.813170 -0.231256 1.2809 -0.9934 0.1424
C -3.217579 2.883782 1.761124 -1.3922 1.4042 -0.4261
C 1.996980 -1.386667 -2.109678 -1.4791 0.0107 -0.8341
C 2.926976 0.949875 -2.157855 -1.6048 0.3880 0.1805
C -2.119834 2.314162 2.402397 -0.6959 0.8780 0.5901
C -1.708570 1.023375 2.097033 0.1671 1.9367 -0.8021
C -2.141058 -0.973520 0.661840 2.7024 -1.4207 0.0357
C 2.840869 -0.419820 -1.568798 -0.1163 -0.5631 -0.0722
C 1.660320 -2.593231 -1.506310 0.5368 -0.3327 1.2453
H -3.763527 0.695632 -0.667288 0.2386 -0.7039 0.4073
H -2.933681 -1.664949 0.925154 -0.4399 0.3328 0.0089
H 2.437091 1.003400 -3.140137 0.6802 -0.1568 -0.0053
H 1.392649 -1.115438 -2.969864 0.4142 -0.0376 -0.3991
H 1.979967 -3.658410 0.414139 -0.4763 -0.3308 -0.4593
H 1.094861 -3.434493 -1.919423 -0.2883 0.9299 -0.2933
H 3.716713 -2.088560 1.178936 -0.1901 -0.8415 -0.3325
H 3.873026 1.462955 -2.107532 0.4659 -0.1817 -0.2118
H -1.730038 2.964099 3.191990 0.4025 -0.6744 -0.1588
H -0.778377 0.646607 2.496809 -0.3061 -0.5266 0.3183
H 2.235806 1.552415 -1.553590 0.1858 0.1727 0.0942
H -1.775823 -1.222319 -0.327890 -0.7757 0.4716 -0.9091
H -1.234083 -1.400871 1.131278 -0.3834 0.3609 0.7403
H -3.620612 3.872998 2.015889 0.6021 -0.3191 0.5269
H 4.335569 -0.279102 0.043093 -0.7416 0.4596 -0.4236
H -4.792497 2.651346 0.203835 0.0633 0.6464 0.0838
```
Positions in Å, forces in eV/Å.

Computed properties:
Structure (SMILES) = Cc1ccccc1.Cc1ccccc1
Strongest force on any atom = 0.06337 hartree/bohr
Multiplicity = 1
Energy = -543.0123 hartree
HOMO energy = -0.3294 Eh
Charge = 0
ΔE to the lowest compared entry with this formula, charge and spin = 159.0 kJ/mol

natural (NBO) analysis output, partial charges in e: -0.21, -0.03, -0.20, -0.20, -0.21, -0.22, -0.23, -0.22, -0.63, -0.20, -0.22, -0.65, -0.02, -0.21, 0.21, 0.22, 0.22, 0.20, 0.21, 0.22, 0.21, 0.22, 0.22, 0.22, 0.22, 0.22, 0.21, 0.21, 0.21, 0.22

---

Look up the energy of the second one.
-543.0607 hartree

---

Look up the strongest force on any atom of the second one.
0.01017 hartree/bohr

---

What did the third record say?
Entry from the Open Molecules 2025 dataset: 2 unconnected molecules or ions with the total composition C14H16 in a non-equilibrium geometry (the ωB97M-V functional and the def2-TZVPD basis).

```
30
Properties=species:S:1:pos:R:3:forces:R:3
C 3.470823 -0.794804 -0.406501 2.0157 -0.7557 0.5112
C -2.323222 0.475278 0.984033 -0.8795 -2.2037 -0.5740
C -3.344650 1.069713 0.265727 -1.1856 2.4424 0.2052
C -3.895145 2.315108 0.694545 1.9189 -2.6327 -0.0640
C 3.234976 -2.035397 0.198300 -0.7196 2.2406 0.8753
C 2.182078 -2.813170 -0.231256 1.2809 -0.9934 0.1424
C -3.217579 2.883782 1.761124 -1.3922 1.4042 -0.4261
C 1.996980 -1.386667 -2.109678 -1.4791 0.0107 -0.8341
C 2.926976 0.949875 -2.157855 -1.6048 0.3880 0.1805
C -2.119834 2.314162 2.402397 -0.6959 0.8780 0.5901
C -1.708570 1.023375 2.097033 0.1671 1.9367 -0.8021
C -2.141058 -0.973520 0.661840 2.7024 -1.4207 0.0357
C 2.840869 -0.419820 -1.568798 -0.1163 -0.5631 -0.0722
C 1.660320 -2.593231 -1.506310 0.5368 -0.3327 1.2453
H -3.763527 0.695632 -0.667288 0.2386 -0.7039 0.4073
H -2.933681 -1.664949 0.925154 -0.4399 0.3328 0.0089
H 2.437091 1.003400 -3.140137 0.6802 -0.1568 -0.0053
H 1.392649 -1.115438 -2.969864 0.4142 -0.0376 -0.3991
H 1.979967 -3.658410 0.414139 -0.4763 -0.3308 -0.4593
H 1.094861 -3.434493 -1.919423 -0.2883 0.9299 -0.2933
H 3.716713 -2.088560 1.178936 -0.1901 -0.8415 -0.3325
H 3.873026 1.462955 -2.107532 0.4659 -0.1817 -0.2118
H -1.730038 2.964099 3.191990 0.4025 -0.6744 -0.1588
H -0.778377 0.646607 2.496809 -0.3061 -0.5266 0.3183
H 2.235806 1.552415 -1.553590 0.1858 0.1727 0.0942
H -1.775823 -1.222319 -0.327890 -0.7757 0.4716 -0.9091
H -1.234083 -1.400871 1.131278 -0.3834 0.3609 0.7403
H -3.620612 3.872998 2.015889 0.6021 -0.3191 0.5269
H 4.335569 -0.279102 0.043093 -0.7416 0.4596 -0.4236
H -4.792497 2.651346 0.203835 0.0633 0.6464 0.0838
```
Positions in Å, forces in eV/Å.

Computed properties:
Structure (SMILES) = Cc1ccccc1.Cc1ccccc1
Strongest force on any atom = 0.06337 hartree/bohr
Multiplicity = 1
Energy = -543.0123 hartree
HOMO energy = -0.3294 Eh
Charge = 0
ΔE to the lowest compared entry with this formula, charge and spin = 159.0 kJ/mol

natural (NBO) analysis output, partial charges in e: -0.21, -0.03, -0.20, -0.20, -0.21, -0.22, -0.23, -0.22, -0.63, -0.20, -0.22, -0.65, -0.02, -0.21, 0.21, 0.22, 0.22, 0.20, 0.21, 0.22, 0.21, 0.22, 0.22, 0.22, 0.22, 0.22, 0.21, 0.21, 0.21, 0.22